The following is a DFT calculation (ωB97M-V with the def2-TZVPD basis set) of 3 unconnected molecules or ions with the total composition ClH2N3O2 at a distorted geometry.

Total energy: -21116.51316 eV
E_HOMO: -1.91 eV
Frontier orbital gap: 0.2952 Eh

```
! RIJCOSX wB97M-V def2-TZVPD def2/J DEFGRID3
* xyz -2 1
N 0.78 0.88 1.55
N 0.10 -0.66 -0.07
N 0.12 1.91 1.77
O 1.12 -1.24 -0.39
O 0.57 2.86 2.49
Cl -4.25 -3.43 -8.27
H 1.67 0.70 1.94
H -0.12 -1.02 0.97
*
```

The following is a DFT calculation (ωB97M-V with the def2-TZVPD basis set) of a molecular structure, ClH2NO3P at a distorted geometry.

Total energy: -29479.00560 eV
E_HOMO: -5.04 eV
Frontier orbital gap: 0.3279 Eh

```
! RIJCOSX wB97M-V def2-TZVPD def2/J DEFGRID3
* xyz -1 1
N 1.40 -0.42 0.20
O -0.43 0.06 -1.76
O -0.36 1.60 0.34
O -1.24 -0.92 0.64
P -0.15 0.23 -0.28
Cl -2.75 -0.60 0.24
H 1.88 0.03 -0.51
H 1.65 0.02 1.14
*
```

The following is a DFT calculation (ωB97M-V with the def2-TZVPD basis set) of 2 unconnected molecules or ions with the total composition ClH2NOS at a distorted geometry.

Total energy: -26926.64884 eV
E_HOMO: -10.83 eV
Frontier orbital gap: 0.3757 Eh

```
! RIJCOSX wB97M-V def2-TZVPD def2/J DEFGRID3
* xyz 0 1
N 0.26 0.54 -0.12
O -0.65 2.61 0.93
S -0.89 1.55 -0.02
Cl -0.23 -2.22 -0.76
H 1.05 0.79 0.53
H 0.47 -3.27 -0.56
*
```

The following is a DFT calculation (ωB97M-V with the def2-TZVPD basis set) of 2 unconnected molecules or ions with the total composition ClH2NOS2 at a distorted geometry.

Total energy: -37761.28196 eV
E_HOMO: -9.11 eV
Frontier orbital gap: 0.3010 Eh

```
! RIJCOSX wB97M-V def2-TZVPD def2/J DEFGRID3
* xyz 0 1
N -0.81 1.14 -0.81
O 0.41 2.65 0.79
S 1.09 -1.34 1.03
S -0.69 2.47 -0.11
Cl 2.00 -2.82 -0.05
H -1.61 1.26 -1.37
H 0.74 -0.33 -0.01
*
```

The following is a DFT calculation (ωB97M-V with the def2-TZVPD basis set) of 2 unconnected molecules or ions with the total composition ClH2NOS2 at a distorted geometry.

Total energy: -37761.14477 eV
E_HOMO: -9.80 eV
Frontier orbital gap: 0.3282 Eh

```
! RIJCOSX wB97M-V def2-TZVPD def2/J DEFGRID3
* xyz 0 1
N -1.28 -0.95 -0.05
O 0.49 0.59 -1.28
S -0.86 0.04 1.32
S -0.88 0.65 -0.71
Cl 2.96 0.62 0.54
H -2.27 -1.18 -0.02
H 1.83 0.24 0.20
*
```

The following is a DFT calculation (ωB97M-V with the def2-TZVPD basis set) of a molecular structure, ClH2NaO at a distorted geometry.

Total energy: -19019.90468 eV
E_HOMO: -8.83 eV
Frontier orbital gap: 0.2647 Eh

```
! RIJCOSX wB97M-V def2-TZVPD def2/J DEFGRID3
* xyz 0 1
Na 1.50 -1.75 1.77
Cl 1.88 0.16 -0.22
O -1.47 0.59 -0.72
H -1.34 0.19 0.14
H -0.57 0.82 -0.98
*
```

The following is a DFT calculation (ωB97M-V with the def2-TZVPD basis set) of 2 unconnected molecules or ions with the total composition ClH2O2P at a distorted geometry.

Total energy: -25938.19139 eV
E_HOMO: -9.89 eV
Frontier orbital gap: 0.3483 Eh

```
! RIJCOSX wB97M-V def2-TZVPD def2/J DEFGRID3
* xyz 0 1
O -1.12 -1.31 -0.41
O -0.21 1.52 -0.13
P 0.44 0.35 -0.96
Cl 1.83 -0.41 0.23
H -0.72 -1.60 0.41
H -0.22 1.45 0.86
*
```

The following is a DFT calculation (ωB97M-V with the def2-TZVPD basis set) of 2 unconnected molecules or ions with the total composition ClH2O3PS at a distorted geometry.

Total energy: -38819.86140 eV
E_HOMO: -10.23 eV
Frontier orbital gap: 0.3766 Eh
SMILES string: S=P1(Cl)OO1.O

```
! RIJCOSX wB97M-V def2-TZVPD def2/J DEFGRID3
* xyz 0 1
S 2.72 -2.49 -1.54
P 3.09 -1.01 -0.35
Cl 2.77 -1.06 1.60
O 2.95 0.52 -0.81
O 4.31 0.02 -0.60
O -0.20 -0.12 0.46
H 0.01 0.70 -0.02
H -0.96 -0.50 0.02
*
```

The following is a DFT calculation (ωB97M-V with the def2-TZVPD basis set) of 2 unconnected molecules or ions with the total composition ClH2O3SSi at a distorted geometry.

Total energy: -37410.39199 eV
E_HOMO: -5.59 eV
Frontier orbital gap: 0.2811 Eh

```
! RIJCOSX wB97M-V def2-TZVPD def2/J DEFGRID3
* xyz -1 1
O -2.91 0.96 -0.49
O -1.92 -1.25 -0.84
O -2.15 -0.36 1.43
Si 3.12 0.58 -0.24
S -2.07 -0.09 0.02
Cl -0.13 0.78 -0.12
H 2.95 -0.73 -0.92
H 3.12 0.11 1.16
*
```

The following is a DFT calculation (ωB97M-V with the def2-TZVPD basis set) of 2 unconnected molecules or ions with the total composition ClH3NPS at a distorted geometry.

Total energy: -34184.06664 eV
E_HOMO (alpha / beta): -9.06 / -7.40 eV
Frontier orbital gap (alpha / beta): 0.3058 / 0.1964 Eh

```
! RIJCOSX wB97M-V def2-TZVPD def2/J DEFGRID3
* xyz 0 1
N 0.39 -1.32 0.28
P 1.01 -0.21 -0.79
S -1.78 1.90 0.09
Cl 2.43 0.58 0.34
H 0.48 -1.19 1.28
H -0.45 -1.80 0.00
H -2.09 2.05 -1.19
*
```

The following is a DFT calculation (ωB97M-V with the def2-TZVPD basis set) of 2 unconnected molecules or ions with the total composition ClH3Si at a distorted geometry.

Total energy: -20447.19757 eV
E_HOMO: -9.59 eV
Frontier orbital gap: 0.3630 Eh

```
! RIJCOSX wB97M-V def2-TZVPD def2/J DEFGRID3
* xyz 0 1
Si -0.24 -0.03 -0.03
Cl -0.82 1.20 1.42
H 1.72 0.57 -0.71
H 0.42 -1.28 0.45
H -1.08 -0.46 -1.12
*
```

The following is a DFT calculation (ωB97M-V with the def2-TZVPD basis set) of a molecular structure, ClH46MnO23 at a distorted geometry.

Total energy: -91684.12900 eV
E_HOMO (alpha / beta): -10.62 / -11.58 eV
Expectation value of S²: 8.75
Frontier orbital gap (alpha / beta): 0.3157 / 0.3509 Eh

```
! RIJCOSX wB97M-V def2-TZVPD def2/J DEFGRID3
* xyz 1 6
Mn 10.52 9.38 10.91
Cl 12.87 10.09 10.79
O 10.89 7.25 10.47
H 11.78 6.83 10.29
H 10.52 6.58 11.09
O 7.31 11.40 11.21
H 6.55 11.17 10.68
H 7.00 11.90 11.96
O 13.30 6.62 9.81
H 13.95 5.92 10.00
H 13.70 7.41 10.11
O 7.15 10.16 8.82
H 7.32 10.63 8.00
H 6.96 9.25 8.51
O 16.70 9.93 13.75
H 17.53 9.65 14.10
H 16.82 10.88 13.54
O 8.47 10.80 6.45
H 8.83 11.50 5.89
H 8.95 9.97 6.29
O 9.33 8.15 6.15
H 9.67 7.90 7.03
H 10.06 7.96 5.55
O 14.58 4.63 11.51
H 15.23 4.34 12.15
H 14.46 3.83 10.98
O 7.48 6.13 5.87
H 8.14 6.84 5.85
H 6.97 6.31 5.06
O 6.28 7.17 8.03
H 6.88 7.08 7.27
H 5.35 7.08 7.81
O 13.13 12.28 8.49
H 13.19 11.47 9.02
H 13.86 12.78 8.75
O 9.94 6.07 8.03
H 9.46 5.40 7.59
H 9.89 5.82 8.96
O 6.82 9.03 14.03
H 7.28 9.32 13.22
H 6.70 9.80 14.58
O 6.80 6.24 10.61
H 6.62 6.47 9.68
H 5.98 5.91 10.93
O 13.60 9.65 14.03
H 14.40 9.15 13.91
H 13.64 9.84 14.97
O 10.47 9.44 8.77
H 11.09 9.12 8.12
H 10.49 10.38 8.67
O 8.46 8.70 11.06
H 7.95 9.27 10.41
H 7.99 7.83 11.03
O 12.16 7.93 6.98
H 12.11 7.16 7.55
H 13.12 8.02 6.93
O 10.54 6.15 13.28
H 10.89 5.21 13.42
H 9.76 6.12 13.86
O 9.81 11.42 10.62
H 10.41 12.13 10.40
H 8.88 11.70 10.70
O 8.16 6.47 14.87
H 7.61 7.22 14.66
H 7.67 5.89 15.45
O 10.73 9.05 13.00
H 10.93 8.11 12.99
H 11.48 9.42 13.46
O 11.05 13.60 10.12
H 11.71 13.77 10.79
H 11.71 13.38 9.45
*
```

The following is a DFT calculation (ωB97M-V with the def2-TZVPD basis set) of a molecular structure, ClH4N2P3 at a distorted geometry.

Total energy: -43432.60291 eV
E_HOMO: -9.04 eV
Frontier orbital gap: 0.3218 Eh

```
! RIJCOSX wB97M-V def2-TZVPD def2/J DEFGRID3
* xyz 0 1
N -0.16 -0.50 0.07
N -0.64 2.49 0.33
P 1.36 -0.43 -0.51
P -0.58 -2.28 0.11
P -1.21 1.12 0.44
Cl 2.42 -0.07 1.16
H 0.25 2.87 -0.11
H 1.19 0.91 -0.83
H -1.88 -1.90 0.51
H -0.75 -2.21 -1.17
*
```

The following is a DFT calculation (ωB97M-V with the def2-TZVPD basis set) of 2 unconnected molecules or ions with the total composition ClH4PSi at a distorted geometry.

Total energy: -29751.96801 eV
E_HOMO: -8.43 eV
Frontier orbital gap: 0.2770 Eh

```
! RIJCOSX wB97M-V def2-TZVPD def2/J DEFGRID3
* xyz 0 1
Si 1.63 0.76 -0.71
P -1.58 -0.42 0.85
Cl 1.73 0.24 -2.65
H 1.42 2.22 -0.64
H -0.31 -0.34 0.16
H -1.77 -1.85 0.79
H -1.12 -0.61 2.21
*
```

The following is a DFT calculation (ωB97M-V with the def2-TZVPD basis set) of 2 unconnected molecules or ions with the total composition ClH4PSi at a distorted geometry.

Total energy: -29752.00457 eV
E_HOMO: -8.81 eV
Frontier orbital gap: 0.2912 Eh

```
! RIJCOSX wB97M-V def2-TZVPD def2/J DEFGRID3
* xyz 0 1
Si 3.39 0.71 -0.44
P -2.84 0.33 0.45
Cl 4.99 -0.35 -1.10
H 2.33 0.22 -1.28
H -2.14 -0.81 -0.23
H -3.88 -0.53 1.04
H -1.86 0.43 1.55
*
```

The following is a DFT calculation (ωB97M-V with the def2-TZVPD basis set) of ClH5N3OP in the gas phase at a distorted geometry.

Total energy: -28405.01418 eV
E_HOMO (alpha / beta): -4.42 / -11.15 eV
Expectation value of S²: 2.01
Frontier orbital gap (alpha / beta): 0.1837 / 0.2306 Eh

```
! RIJCOSX wB97M-V def2-TZVPD def2/J DEFGRID3
* xyz 0 3
N 1.55 -0.89 -0.66
N -1.52 0.48 1.51
N 0.15 -0.47 -0.47
O -0.25 -1.58 1.96
P -0.14 -0.36 1.20
Cl 1.53 0.79 1.94
H 2.10 -0.11 -0.41
H 1.60 -1.06 -1.71
H -1.65 0.79 2.39
H -1.50 1.21 0.86
H -0.09 0.37 -1.10
*
```

The following is a DFT calculation (ωB97M-V with the def2-TZVPD basis set) of ClH7Si3 in the gas phase at a distorted geometry.

Total energy: -36267.00035 eV
E_HOMO: -10.10 eV
Frontier orbital gap: 0.3420 Eh
SMILES string: [SiH3][SiH]([SiH3])Cl

```
! RIJCOSX wB97M-V def2-TZVPD def2/J DEFGRID3
* xyz 0 1
Si 0.95 -2.01 -0.19
Si 0.23 0.16 0.54
Si -1.39 1.62 -0.20
Cl 2.44 1.31 -0.07
H -0.12 -3.08 -0.70
H 1.66 -1.56 -1.34
H 1.81 -2.60 0.72
H 0.11 0.53 1.89
H -1.19 2.92 -0.98
H -1.97 1.79 1.15
H -2.54 0.92 -0.82
*
```

The following is a DFT calculation (ωB97M-V with the def2-TZVPD basis set) of a molecular structure, ClH8Li2O4 at a distorted geometry.

Total energy: -21246.13350 eV
E_HOMO: -12.84 eV
Frontier orbital gap: 0.2825 Eh

```
! RIJCOSX wB97M-V def2-TZVPD def2/J DEFGRID3
* xyz 1 1
Li 2.51 -0.54 -2.81
Li 2.95 0.31 2.51
Cl 0.81 0.04 0.16
O -0.17 3.84 -1.80
H 0.60 4.30 -1.45
H 0.18 2.99 -2.10
O -1.26 3.13 2.04
H -1.71 2.68 2.75
H -0.76 2.44 1.60
O -2.94 -2.52 -0.47
H -3.58 -2.12 -1.06
H -2.11 -2.07 -0.66
O 1.71 -4.45 0.20
H 1.49 -3.52 0.14
H 2.30 -4.51 0.95
*
```

The following is a DFT calculation (ωB97M-V with the def2-TZVPD basis set) of a molecular structure, ClHN2O2 at a distorted geometry.

Total energy: -19606.99624 eV
E_HOMO: -8.81 eV
Frontier orbital gap: 0.2869 Eh

```
! RIJCOSX wB97M-V def2-TZVPD def2/J DEFGRID3
* xyz 0 1
N 0.83 -0.18 0.19
N 1.21 0.89 0.16
O 1.70 1.92 0.10
O -1.10 2.13 -0.05
Cl -1.78 0.68 0.17
H -0.32 -0.29 0.19
*
```

The following is a DFT calculation (ωB97M-V with the def2-TZVPD basis set) of 2 unconnected molecules or ions with the total composition ClHN2O2 at a distorted geometry.

Total energy: -19606.02744 eV
E_HOMO (alpha / beta): -8.73 / -10.93 eV
Expectation value of S²: 2.02
Frontier orbital gap (alpha / beta): 0.3539 / 0.3064 Eh

```
! RIJCOSX wB97M-V def2-TZVPD def2/J DEFGRID3
* xyz 0 3
N -2.28 0.05 0.09
N -2.00 -1.07 0.05
O 0.19 -0.53 0.33
O -1.97 -2.19 -0.05
Cl -3.91 0.67 -0.01
H 0.14 0.12 -0.31
*
```